C2H4NO3 | wB97M-V/def2-TZVPD

Calculated values
**2S+1**: 1
**Electronic energy**: -9755.5211 eV
**Kohn-Sham gap**: 9.75 eV
**Energy above the lowest of the compared OMol25 structures with the same formula, charge and spin**: 291.93 kJ/mol
**Net charge**: +1
**Strongest force on any atom**: 0.0998 hartree/bohr
**E_HOMO**: -16.9 eV
**LUMO level**: -7.11 eV

Cartesian coordinates (Å):
H1 1.987 -0.643 -1.370
N1 -1.998 -0.348 0.178
H2 2.051 -0.464 0.477
O1 -2.779 0.482 0.518
O2 -2.046 -1.450 -0.229
H3 1.795 1.163 -0.637
O3 0.255 -0.200 -0.419
H4 -0.352 1.265 1.627
C1 -0.608 0.173 0.361
C2 1.695 0.023 -0.506